1.
Density functional theory data (ωB97M-V with the def2-TZVPD basis set) for a structure of composition C9H21Cl2GdO3P2.

The geometry in XYZ format:
```
38
Properties=species:S:1:pos:R:3:forces:R:3:lowdin_spin:R:1
C -0.2321 -4.1279 -4.4705 -0.1179 0.0571 0.1981 0.000
C -0.0269 -3.3724 -3.1972 -0.5096 0.3628 0.6553 0.000
H -1.2934 -4.2815 -4.6635 0.0961 0.0550 0.0837 0.000
H 0.2944 -5.0843 -4.4266 -0.0354 0.0737 0.0942 0.000
H 0.2286 -3.5625 -5.2845 -0.0357 0.0178 0.0515 0.000
O -0.8674 -2.9104 -2.4449 1.3076 -0.0244 -0.6244 0.001
Cl 1.7055 -3.1229 -2.8021 -0.6450 0.0211 0.0100 0.003
Gd 0.0922 -0.7425 -0.4033 0.1848 0.0618 -0.0229 7.306
P -0.1674 2.0743 -1.3625 0.1196 1.7766 -1.5596 -0.110
C -1.5275 3.3307 -1.4439 -0.7693 0.0101 0.3968 -0.020
C 1.2700 3.2032 -1.3376 0.6163 -0.1910 0.4117 -0.021
H 0.7226 0.8717 -3.2564 -0.0310 -0.1135 -0.0661 0.000
H -0.0279 2.3589 -3.8034 -0.0125 0.0547 0.2885 -0.002
H -1.0614 1.0116 -3.3629 0.0498 -0.1041 0.0177 0.000
C -0.1359 1.5288 -3.0972 0.0216 -0.3774 -0.3768 -0.007
H 2.1778 2.5980 -1.4064 -0.0055 0.1563 0.1592 -0.001
H 1.2912 3.9189 -2.1728 -0.4438 -0.3702 0.0937 -0.005
H -1.4101 4.0880 -2.2510 0.4680 -0.7446 0.3345 -0.005
H -1.5975 3.9114 -0.5066 0.0010 -0.4043 -0.2724 0.000
H 1.2872 3.7896 -0.4129 0.0573 -0.2094 -0.0608 0.000
H -2.4994 2.8458 -1.6383 0.3083 0.1309 0.2330 0.000
C -2.1007 1.1922 0.8964 -3.4034 0.8580 1.9432 0.003
O -3.0352 1.5900 1.4366 3.0470 -1.1164 -1.7484 0.000
Cl 2.4906 -0.2795 -0.8120 -0.5174 -0.0804 0.2826 -0.128
C -1.1720 -0.1276 4.0764 -0.4952 0.3401 0.4295 -0.001
P 0.2085 -0.8691 3.2637 -0.1454 -0.3141 -0.0434 -0.001
C 1.5649 0.2348 3.3108 0.7245 0.5622 0.3280 0.001
C 0.6265 -2.3709 4.1266 0.2530 -0.6913 0.3213 -0.001
O -0.1339 -1.0937 1.7540 0.1701 -0.1241 0.0796 -0.014
H -1.0229 0.0758 5.1424 0.3326 -0.2662 -0.1364 0.000
H -2.0485 -0.7683 3.9985 -0.0800 -0.0117 -0.1344 0.000
H -1.3739 0.8414 3.6317 -0.1580 0.0928 -0.2076 0.000
H 1.8518 0.4839 4.3335 -0.0565 -0.0640 0.0560 0.000
H 2.4333 -0.1970 2.8200 0.0737 -0.0944 -0.1137 0.000
H 1.3026 1.1637 2.8106 -0.0490 0.1077 -0.1058 0.000
H -0.2030 -3.0783 4.0921 -0.0470 0.0014 -0.2366 0.000
H 1.5010 -2.8258 3.6628 -0.0337 -0.0889 -0.2230 0.000
H 0.8885 -2.2981 5.2005 -0.2400 0.6504 -0.5360 0.000
```
Positions in Å, forces in eV/Å.

Calculated values
- orbital gap (spin up / spin down) (eV) = 6.51 / 9.87
- E_HOMO (spin up / spin down) (eV) = -16.216 / -16.428
- net charge = +2
- multiplicity = 8
- LUMO level (spin up / spin down) (eV) = -9.70 / -6.55

***

2.
Density functional theory data (ωB97M-V with the def2-TZVPD basis set) for a structure of composition C9H21Cl2O6P2Sc.

The geometry in XYZ format:
```
41
Properties=species:S:1:pos:R:3:forces:R:3:mulliken_charge:R:1
C 0.3821 -0.1773 -6.5990 0.2108 0.0206 -0.0498 -1.012
C 0.1072 0.2564 -5.1996 2.1123 0.6981 1.9102 0.735
H 1.4624 -0.2079 -6.7808 -0.3084 0.0434 0.1231 0.293
H -0.0989 0.5205 -7.2927 0.0321 -0.1353 0.0947 0.341
H -0.0573 -1.1672 -6.7606 0.0117 0.1674 -0.0060 0.344
O 0.9303 0.5478 -4.3321 -2.4524 -0.8495 -1.9790 -0.481
Cl -1.6516 0.3295 -4.8341 0.3641 -0.0055 0.1749 -0.194
Sc -0.0987 -0.0094 -0.0321 -3.4785 -0.1999 1.4500 -0.217
P -0.2222 2.3493 -0.2534 0.1231 3.8288 -0.5860 1.187
C 1.0421 3.3614 0.5369 0.4946 0.0341 0.3589 -1.221
C -0.2278 2.8521 -1.9851 0.0466 -0.1013 -0.4594 -1.184
H -0.4195 3.9282 -2.0604 0.0029 -0.1737 -0.0340 0.445
H -1.8981 4.0273 0.1937 0.0211 -0.2143 -0.0062 0.429
H -1.0061 2.2937 -2.5245 0.1645 0.2519 -0.0178 0.333
H -2.6226 2.4019 -0.0585 0.0564 0.3065 0.1183 0.423
H 2.0326 3.1093 0.1339 -0.2295 0.1473 0.0598 0.389
H 0.7399 2.6159 -2.4478 -0.2387 0.0876 0.0371 0.389
C -1.7962 2.9568 0.4081 -0.3811 -0.4169 0.3336 -1.274
H 0.8334 4.4221 0.3519 0.0420 -0.2061 0.0373 0.432
H -1.8382 2.7919 1.4943 -0.0107 0.1003 -0.2768 0.359
H 1.0586 3.1752 1.6201 -0.0397 0.0967 -0.2445 0.351
P -0.0146 -2.3737 0.0800 0.4580 -3.7551 -0.0597 1.223
C 1.3251 -3.1474 1.0024 0.5266 0.0085 0.2900 -1.162
C -1.5351 -3.0140 0.8299 -0.4329 0.3821 0.2004 -1.258
H -0.7857 -2.7071 -2.1693 0.1561 -0.2598 0.0324 0.423
H -0.0588 -4.2009 -1.4833 -0.0037 0.1517 -0.1433 0.407
H 0.9854 -2.8604 -2.0565 -0.2029 -0.1447 0.0736 0.385
C 0.0369 -3.1129 -1.5634 0.0286 -0.0110 -0.4425 -1.220
H -2.4034 -2.6031 0.2940 0.0923 -0.2836 0.1746 0.415
H -1.5436 -4.1092 0.7665 0.0019 0.2273 -0.0322 0.431
H 1.2098 -4.2385 0.9713 0.0264 0.2313 0.0100 0.443
H 1.3192 -2.8087 2.0472 -0.0498 -0.1111 -0.2221 0.296
H -1.5995 -2.7044 1.8821 0.0186 -0.1165 -0.2531 0.335
H 2.2935 -2.8727 0.5611 -0.2216 -0.1592 0.0938 0.390
C 1.6300 0.1464 0.9679 7.8892 0.6789 4.7884 0.451
O 2.5659 0.2322 1.6694 -3.9237 -0.3523 -3.2956 -0.205
O 0.8062 -1.1145 4.1444 -0.4354 0.7412 -0.9405 -0.454
Cl -0.0022 0.0029 3.8022 -0.2080 -0.1723 0.3484 1.536
O -1.3654 -0.1415 4.1389 0.5425 0.0587 -0.5459 -0.434
O 0.5600 1.2574 4.1386 -0.1938 -0.6268 -0.8420 -0.453
O -0.0797 -0.0041 2.0294 -0.6119 0.0327 -0.2732 -0.419
```
Positions in Å, forces in eV/Å.

Calculated values
- orbital gap (eV) = 7.18
- E_HOMO (eV) = -16.321
- net charge = +2
- LUMO level (eV) = -9.14